No. 1
A 9-piece molecular cluster, H18O9 overall. Source: the OMol25 dataset; level of theory: ωB97M-V/def2-TZVPD.

Geometry (Å):
O  31.956  -8.854  -12.057
H  31.784  -9.548  -11.412
H  32.060  -9.319  -12.907
O  29.363  -7.888  -11.557
H  30.250  -8.090  -11.906
H  28.849  -7.605  -12.318
O  33.262  -4.899  -14.836
H  33.510  -4.215  -15.464
H  32.574  -5.393  -15.299
O  32.308  -10.517  -14.306
H  32.664  -11.368  -14.030
H  31.976  -10.656  -15.203
O  28.630  -10.677  -13.852
H  29.009  -10.486  -14.716
H  29.365  -10.998  -13.320
O  30.080  -10.301  -16.389
H  29.557  -11.113  -16.421
H  30.168  -10.032  -17.310
O  30.706  -7.722  -15.148
H  30.149  -8.496  -15.017
H  31.602  -8.070  -15.215
O  31.705  -5.445  -17.180
H  31.014  -4.790  -17.320
H  31.230  -6.263  -16.989
O  29.248  -4.975  -15.383
H  29.695  -5.823  -15.484
H  28.716  -4.878  -16.179

Its calculated total energy is -687.94108 a.u. Its charge is 0. For the LUMO energy, the calculation gives -0.6 eV. For the molar mass, the calculation gives 162.14 Da. As for the energy above the lowest of the compared OMol25 structures with the same formula, charge and spin: 53.16 kcal/mol. Its structure (SMILES) is O.O.O.O.O.O.O.O.O.


No. 2
A 9-piece molecular cluster, H18O9 overall. Source: the OMol25 dataset; level of theory: ωB97M-V/def2-TZVPD.

Geometry (Å):
O  -1.074  0.053  -2.176
H  -1.932  -0.381  -2.414
H  -0.473  -0.585  -2.595
O  -1.881  -0.680  1.828
H  -1.889  0.141  1.289
H  -2.735  -1.176  1.822
O  1.117  -1.312  2.009
H  0.394  -0.987  2.562
H  1.461  -2.128  2.457
O  2.942  1.961  0.076
H  2.034  1.703  -0.099
H  3.291  1.564  0.875
O  0.960  -2.019  -0.582
H  1.214  -1.473  0.160
H  1.810  -2.021  -1.082
O  -0.477  -3.395  1.741
H  0.039  -2.659  2.003
H  -0.798  -3.807  2.556
O  -0.795  2.727  -3.014
H  -1.156  1.920  -2.616
H  -1.536  3.007  -3.562
O  -0.034  0.697  0.311
H  -0.448  0.429  -0.507
H  0.136  -0.169  0.775
O  -0.016  3.178  -0.392
H  -0.095  2.272  -0.062
H  -0.048  3.131  -1.361

Its calculated total energy is -687.91607 a.u. Its charge is 0. For the LUMO energy, the calculation gives 0.0 eV. For the molar mass, the calculation gives 162.14 Da. As for the energy above the lowest of the compared OMol25 structures with the same formula, charge and spin: 68.85 kcal/mol. Its structure (SMILES) is O.O.O.O.O.O.O.O.O.


No. 3
A 9-piece molecular cluster, H18O9 overall. Source: the OMol25 dataset; level of theory: ωB97M-V/def2-TZVPD.

Geometry (Å):
O  0.427  -1.506  2.782
H  -0.103  -1.679  1.995
H  1.035  -2.249  2.929
O  -3.394  2.146  -0.444
H  -2.969  1.642  0.217
H  -4.105  2.503  0.082
O  1.632  1.058  1.887
H  1.656  1.335  0.989
H  1.180  0.243  1.903
O  -0.409  0.204  -2.111
H  -1.126  0.789  -2.067
H  -0.087  0.236  -3.005
O  1.541  1.436  -0.772
H  0.835  1.779  -1.279
H  1.707  0.611  -1.226
O  -0.698  -1.171  0.375
H  -0.633  -0.870  -0.543
H  -1.062  -0.391  0.852
O  2.150  -1.408  -0.268
H  1.197  -1.332  0.003
H  2.479  -2.286  0.017
O  1.865  -2.131  -2.868
H  1.554  -1.551  -3.567
H  1.736  -1.653  -2.075
O  -2.019  1.238  1.704
H  -2.122  0.840  2.579
H  -2.278  2.154  1.911

Its calculated total energy is -687.93473 a.u. Its charge is 0. For the LUMO energy, the calculation gives -0.1 eV. For the molar mass, the calculation gives 162.14 Da. As for the energy above the lowest of the compared OMol25 structures with the same formula, charge and spin: 57.14 kcal/mol. Its structure (SMILES) is O.O.O.O.O.O.O.O.O.


No. 4
A 9-piece molecular cluster, H18O9 overall. Source: the OMol25 dataset; level of theory: ωB97M-V/def2-TZVPD.

Geometry (Å):
O  -6.205  -1.515  20.089
H  -5.769  -0.654  20.087
H  -6.914  -1.435  19.438
O  -7.546  -5.179  21.642
H  -7.549  -4.889  22.563
H  -8.437  -5.005  21.308
O  -6.596  -4.575  16.602
H  -5.828  -4.214  16.152
H  -6.315  -4.707  17.524
O  -6.007  -4.439  19.414
H  -6.574  -4.674  20.169
H  -5.846  -3.495  19.521
O  -8.951  -6.909  19.444
H  -8.950  -6.995  20.402
H  -8.009  -6.852  19.203
O  -3.580  -1.166  17.937
H  -4.269  -1.082  18.602
H  -3.997  -1.636  17.209
O  -5.068  -2.871  22.423
H  -4.134  -2.645  22.393
H  -5.457  -2.482  21.626
O  -6.084  -7.539  19.058
H  -5.465  -6.812  19.200
H  -6.078  -8.031  19.892
O  -6.285  -7.792  22.212
H  -6.581  -6.878  22.090
H  -6.729  -8.090  23.011

Its calculated total energy is -687.95236 a.u. Its charge is 0. For the LUMO energy, the calculation gives -0.3 eV. For the molar mass, the calculation gives 162.14 Da. As for the energy above the lowest of the compared OMol25 structures with the same formula, charge and spin: 46.08 kcal/mol. Its structure (SMILES) is O.O.O.O.O.O.O.O.O.


No. 5
H18O9 as an isolated structure. Source: the OMol25 dataset; level of theory: ωB97M-V/def2-TZVPD.

Geometry (Å):
H  0.782  0.565  -1.227
H  -0.075  0.226  -2.435
H  3.798  3.057  0.511
H  3.832  4.554  0.251
H  3.621  -2.336  -0.338
H  2.128  -2.592  -0.458
H  -2.956  3.323  0.402
H  -1.724  2.544  -0.025
H  2.275  -1.531  2.969
H  1.505  -0.382  2.339
H  -2.379  0.015  -0.887
H  -2.171  0.629  -2.261
H  -2.333  0.180  1.262
H  -3.100  1.393  1.764
H  0.262  -2.848  -2.517
H  -0.342  -1.944  -1.455
H  -2.097  -2.460  0.936
H  -0.768  -2.990  1.447
O  -0.127  0.594  -1.546
O  4.395  3.772  0.263
O  2.945  -2.610  -0.968
O  -2.548  2.909  -0.367
O  1.454  -1.033  3.048
O  -1.829  0.649  -1.360
O  -3.214  0.464  1.532
O  0.002  -1.934  -2.355
O  -1.338  -2.213  1.476

Its calculated total energy is -687.77459 a.u. Its charge is 0. For the LUMO energy, the calculation gives -0.3 eV. For the molar mass, the calculation gives 162.13 Da. As for the energy above the lowest of the compared OMol25 structures with the same formula, charge and spin: 157.63 kcal/mol.


No. 6
A 9-piece molecular cluster, H18O9 overall. Source: the OMol25 dataset; level of theory: ωB97M-V/def2-TZVPD.

Geometry (Å):
O  1.543  4.840  -25.425
H  0.958  5.011  -26.171
H  0.950  4.734  -24.676
O  -4.946  7.846  -27.529
H  -5.379  8.691  -27.355
H  -5.456  7.449  -28.244
O  -4.511  5.141  -26.297
H  -4.446  6.052  -26.614
H  -5.258  5.126  -25.691
O  -0.478  3.811  -28.238
H  -0.264  4.190  -29.095
H  -1.095  4.438  -27.840
O  -1.560  6.501  -27.353
H  -1.747  6.068  -26.508
H  -2.182  7.236  -27.394
O  -1.142  10.190  -27.179
H  -1.507  9.621  -26.494
H  -1.165  11.071  -26.793
O  0.629  7.475  -29.152
H  0.671  6.835  -29.868
H  -0.152  7.232  -28.641
O  -1.194  5.170  -23.985
H  -2.066  5.442  -23.686
H  -0.593  5.834  -23.627
O  -3.515  8.247  -24.975
H  -3.941  7.985  -25.800
H  -3.854  7.633  -24.318

Its calculated total energy is -687.93377 a.u. Its charge is 0. For the LUMO energy, the calculation gives -0.4 eV. For the molar mass, the calculation gives 162.14 Da. As for the energy above the lowest of the compared OMol25 structures with the same formula, charge and spin: 57.74 kcal/mol. Its structure (SMILES) is O.O.O.O.O.O.O.O.O.


No. 7
A 9-piece molecular cluster, H18O9 overall. Source: the OMol25 dataset; level of theory: ωB97M-V/def2-TZVPD.

Geometry (Å):
O  2.163  2.538  -0.110
H  2.897  1.970  -0.345
H  1.509  1.944  0.258
O  0.080  -0.075  -0.046
H  0.034  -0.259  0.892
H  -0.665  -0.544  -0.420
O  -0.089  -0.996  2.504
H  -0.419  -1.281  3.356
H  -0.135  -1.779  1.955
O  0.332  1.066  4.390
H  0.072  1.206  3.480
H  -0.465  1.231  4.895
O  -1.713  -2.045  -1.297
H  -1.716  -2.965  -1.560
H  -2.626  -1.769  -1.378
O  0.098  1.716  -2.285
H  0.019  1.463  -1.365
H  0.138  2.672  -2.268
O  -2.878  1.003  -2.047
H  -1.978  1.061  -2.369
H  -3.240  1.878  -2.186
O  0.223  -2.291  -3.291
H  -0.450  -2.293  -2.610
H  0.255  -3.197  -3.599
O  2.773  0.272  1.952
H  2.357  -0.553  2.200
H  3.423  0.025  1.293

As for the expectation value of S²: 0.759. Its calculated total energy is -687.54094 a.u. Its charge is +1. Its multiplicity is 2. For the LUMO energy (alpha / beta), the calculation gives -3.3 / -11.0 eV. For the molar mass, the calculation gives 162.14 Da. As for the energy above the lowest of the compared OMol25 structures with the same formula, charge and spin: 24.56 kcal/mol.


No. 8
A 10-piece molecular cluster, H19O10 overall. Source: the OMol25 dataset; level of theory: ωB97M-V/def2-TZVPD.

Geometry (Å):
O  5.710  7.306  8.019
H  5.065  7.044  7.228
O  3.011  6.852  5.763
H  2.457  6.424  6.228
H  3.296  6.048  5.128
O  4.960  4.762  8.219
H  5.398  5.616  8.149
H  4.679  4.555  9.267
O  8.053  6.102  8.909
H  7.920  5.073  9.020
H  7.130  6.657  8.658
O  2.358  5.720  8.325
H  3.184  5.321  8.093
H  2.576  6.259  8.921
O  6.489  6.728  5.491
H  6.012  6.924  6.438
H  6.355  7.517  4.927
O  4.713  5.192  4.160
H  5.109  5.699  4.962
H  4.975  4.314  4.457
O  6.301  9.792  7.187
H  6.272  8.782  7.546
H  6.386  10.313  8.007
O  6.927  8.708  10.019
H  7.909  8.501  9.744
H  6.505  8.325  9.218
O  3.946  7.583  9.959
H  4.223  6.852  10.450
H  4.658  7.499  9.227

Its calculated total energy is -763.75591 a.u. Its charge is -1. For the LUMO energy, the calculation gives 3.0 eV. For the molar mass, the calculation gives 179.14 Da. As for the energy above the lowest of the compared OMol25 structures with the same formula, charge and spin: 84.41 kcal/mol.